No. 1
{
  "formula": "C2H3BrFI",
  "method": "the ωB97M-V functional and the def2-TZVPD basis",
  "symbols": ["I", "Br", "F", "C", "C", "H", "H", "H"],
  "xyz": [[1.90, 0.63, -1.48], [-1.91, -1.30, 1.03], [-0.50, -1.76, -1.33], [0.07, 0.33, -0.45], [-0.18, -1.11, -0.25], [-0.83, 0.83, -0.93], [-0.03, 0.96, 0.50], [0.44, -1.74, 0.27]],
  "gap_ev": 9.83,
  "total_charge": 0
}



No. 2
{
  "formula": "C2H3BrFNO2",
  "method": "the ωB97M-V functional and the def2-TZVPD basis",
  "symbols": ["Br", "F", "O", "O", "N", "C", "C", "H", "H", "H"],
  "xyz": [[-2.17, -0.26, -0.07], [-0.93, -2.58, 0.17], [-0.77, 1.37, 0.82], [0.49, 1.96, -0.92], [0.30, 1.35, 0.14], [-0.94, -1.41, -0.49], [1.25, 0.51, 0.53], [2.10, 0.53, -0.01], [1.32, 0.08, 1.43], [-0.66, -1.55, -1.60]],
  "gap_ev": [8.38, 6.61],
  "total_charge": 0
}



No. 3
{
  "formula": "C2H3BrN2O2",
  "method": "the ωB97M-V functional and the def2-TZVPD basis",
  "symbols": ["Br", "O", "O", "N", "N", "C", "C", "H", "H", "H"],
  "xyz": [[-1.46, 1.62, -1.73], [0.86, -0.95, 1.88], [-1.26, -0.60, 2.04], [-0.18, -0.45, 1.55], [-0.12, 0.48, 0.52], [0.92, 0.17, -0.79], [-0.56, 0.18, -0.81], [1.45, -0.76, -0.65], [-1.11, -0.75, -0.97], [1.46, 1.06, -1.04]],
  "gap_ev": 10.90,
  "total_charge": 0
}



No. 4
{
  "formula": "C2H3BrO",
  "method": "the ωB97M-V functional and the def2-TZVPD basis",
  "symbols": ["Br", "O", "C", "C", "H", "H", "H"],
  "xyz": [[2.23, -0.38, -0.30], [-2.13, -1.46, 0.15], [-1.53, -1.03, -0.70], [0.60, 0.65, 0.19], [0.62, 0.84, 1.18], [0.48, 1.37, -0.41], [-0.27, 0.01, -0.12]],
  "gap_ev": 10.96,
  "total_charge": 0
}



No. 5
{
  "formula": "C2H3BrO2",
  "method": "the ωB97M-V functional and the def2-TZVPD basis",
  "symbols": ["Br", "O", "O", "C", "C", "H", "H", "H"],
  "xyz": [[-0.19, 2.80, -1.70], [1.00, 0.52, -0.75], [-0.51, 1.01, 0.46], [0.54, 0.10, 0.49], [-0.16, 1.20, -0.83], [-1.85, 0.49, -1.89], [0.02, -0.94, 0.38], [1.32, 0.28, 1.32]],
  "gap_ev": [9.10, 7.98],
  "total_charge": 0
}



No. 6
{
  "formula": "C2H3Cl2NO",
  "method": "the ωB97M-V functional and the def2-TZVPD basis",
  "symbols": ["Cl", "Cl", "O", "N", "C", "C", "H", "H", "H"],
  "xyz": [[-4.24, -0.77, 0.07], [-2.72, 1.74, -0.13], [-1.46, -1.89, -0.04], [-1.54, -0.59, -0.01], [-2.79, 0.00, -0.09], [-0.22, 0.08, 0.12], [0.19, -0.36, 1.00], [0.45, -0.30, -0.70], [-0.34, 1.16, 0.02]],
  "gap_ev": 8.76,
  "total_charge": 0
}



No. 7
{
  "formula": "C2H3Cl2NO6",
  "method": "the ωB97M-V functional and the def2-TZVPD basis",
  "symbols": ["Cl", "Cl", "O", "O", "O", "O", "O", "O", "N", "C", "C", "H", "H", "H"],
  "xyz": [[0.05, -1.02, 1.40], [-1.88, -1.72, -1.35], [3.76, 2.01, -0.25], [-0.85, 0.75, -0.50], [-3.13, -1.25, 0.97], [1.47, 1.49, 0.37], [0.43, 2.23, 0.58], [2.37, 3.76, 0.14], [2.75, 2.63, 0.03], [-2.45, -0.65, -0.03], [-1.19, 0.15, 0.55], [-1.52, 0.70, 1.46], [-3.22, -0.59, 1.69], [-2.99, 0.15, -0.57]],
  "gap_ev": [5.88, 5.86],
  "total_charge": 0
}



No. 8
{
  "formula": "C2H3Cl2NOS",
  "method": "the ωB97M-V functional and the def2-TZVPD basis",
  "symbols": ["Cl", "Cl", "S", "O", "N", "C", "C", "H", "H", "H"],
  "xyz": [[-0.04, -1.56, -2.56], [-0.98, -2.72, -0.03], [2.44, 0.06, 0.56], [1.46, -2.02, -0.38], [0.84, 0.16, 0.87], [-0.04, -0.13, -0.21], [0.31, -1.68, -0.75], [0.52, 0.55, -1.00], [-1.12, -0.04, -0.06], [0.68, -0.25, 1.74]],
  "gap_ev": [7.47, 7.47],
  "total_charge": 0
}



No. 9
{
  "formula": "C2H3Cl3NO",
  "method": "the ωB97M-V functional and the def2-TZVPD basis",
  "symbols": ["Cl", "Cl", "Cl", "O", "N", "C", "C", "H", "H", "H"],
  "xyz": [[2.13, 0.62, 1.64], [3.07, -1.36, -0.57], [2.60, 1.58, -1.03], [-1.27, 1.85, 0.17], [-0.72, 0.60, 0.33], [0.28, 0.10, -0.57], [1.92, 0.31, -0.08], [0.13, -1.04, -0.82], [0.12, 0.57, -1.49], [-0.80, 0.16, 1.35]],
  "gap_ev": [4.93, 4.93],
  "total_charge": -1
}



No. 10
{
  "formula": "C2H3Cl3OP",
  "method": "the ωB97M-V functional and the def2-TZVPD basis",
  "symbols": ["Cl", "Cl", "Cl", "P", "O", "C", "C", "H", "H", "H"],
  "xyz": [[-2.31, -1.59, 1.89], [1.74, 0.08, 1.73], [-2.15, -2.53, -1.22], [-2.44, -0.94, -0.04], [-0.17, 1.24, -0.08], [0.82, 0.17, 0.17], [-0.55, -0.22, -0.25], [-0.49, -0.28, -1.33], [1.56, 0.00, -0.62], [-0.28, 1.41, 0.85]],
  "gap_ev": 10.18,
  "total_charge": 1
}



No. 11
{
  "formula": "C2H3Cl3S",
  "method": "the ωB97M-V functional and the def2-TZVPD basis",
  "symbols": ["Cl", "Cl", "Cl", "S", "C", "C", "H", "H", "H"],
  "xyz": [[0.32, -1.81, 1.64], [0.73, 1.59, 1.86], [0.81, -2.12, -2.76], [-0.12, -1.05, -0.19], [0.91, -2.20, -1.06], [-0.44, 1.02, 0.77], [1.95, -2.22, -0.73], [-0.58, 1.62, -0.11], [-1.35, 0.69, 1.25]],
  "gap_ev": [7.40, 7.55],
  "total_charge": 0
}



No. 12
{
  "formula": "C2H3Cl4N",
  "method": "the ωB97M-V functional and the def2-TZVPD basis",
  "symbols": ["Cl", "Cl", "Cl", "Cl", "N", "C", "C", "H", "H", "H"],
  "xyz": [[-0.79, -2.22, -1.09], [-1.64, 0.98, -1.06], [-1.29, -1.08, 1.60], [1.40, -1.68, 0.86], [0.55, 1.52, 0.16], [-0.05, 0.65, -0.67], [-0.17, -1.22, 0.25], [0.60, 0.19, -1.35], [-0.07, 1.83, 0.84], [1.47, 1.04, 0.45]],
  "gap_ev": 9.24,
  "total_charge": 0
}



No. 13
{
  "formula": "C2H3ClF2",
  "method": "the ωB97M-V functional and the def2-TZVPD basis",
  "symbols": ["Cl", "F", "F", "C", "C", "H", "H", "H"],
  "xyz": [[-0.53, 1.66, 1.50], [1.61, 0.10, 0.74], [-0.15, -0.98, 1.33], [-0.25, -0.16, -0.82], [0.27, 0.06, 0.58], [-0.09, -1.19, -0.94], [-1.24, 0.02, -0.83], [0.38, 0.49, -1.56]],
  "gap_ev": 11.94,
  "total_charge": 0
}



No. 14
{
  "formula": "C2H3ClF2N2S",
  "method": "the ωB97M-V functional and the def2-TZVPD basis",
  "symbols": ["Cl", "S", "F", "F", "N", "N", "C", "C", "H", "H", "H"],
  "xyz": [[-1.08, -1.52, -0.58], [2.27, -0.62, -0.06], [-0.37, 0.09, 1.51], [-2.21, 0.53, 0.34], [-0.44, 1.99, -0.92], [1.38, 0.96, 0.05], [-0.06, 1.05, -0.23], [-0.95, -0.03, 0.31], [1.95, 1.65, -0.33], [2.27, -0.80, 1.32], [0.47, 2.53, -1.17]],
  "gap_ev": 10.03,
  "total_charge": 0
}



No. 15
{
  "formula": "C2H3ClF2OS",
  "method": "the ωB97M-V functional and the def2-TZVPD basis",
  "symbols": ["Cl", "S", "F", "F", "O", "C", "C", "H", "H", "H"],
  "xyz": [[-2.09, -0.27, -1.22], [0.29, 1.32, -0.89], [-1.49, 1.28, 0.71], [-0.37, -0.58, 0.63], [1.47, -0.97, -0.52], [1.47, 0.36, -0.35], [-1.58, -0.03, 0.46], [-2.31, -0.50, 1.12], [2.27, -1.35, -0.12], [2.34, 0.75, 0.18]],
  "gap_ev": 8.91,
  "total_charge": 0
}



No. 16
{
  "formula": "C2H3ClF2S",
  "method": "the ωB97M-V functional and the def2-TZVPD basis",
  "symbols": ["Cl", "S", "F", "F", "C", "C", "H", "H", "H"],
  "xyz": [[-1.63, -1.56, -0.92], [1.32, 1.47, 0.52], [0.88, -1.23, -1.16], [0.28, -1.35, 0.92], [-0.18, 0.70, -0.20], [-0.19, -0.82, -0.23], [0.91, 0.77, 1.61], [-0.94, 0.80, 0.60], [-0.44, 1.23, -1.13]],
  "gap_ev": 10.33,
  "total_charge": 0
}



No. 17
{
  "formula": "C2H3ClN2",
  "method": "the ωB97M-V functional and the def2-TZVPD basis",
  "symbols": ["Cl", "N", "N", "C", "C", "H", "H", "H"],
  "xyz": [[-2.48, 0.99, -0.10], [-1.08, -1.38, -0.41], [-1.49, -0.37, 0.62], [1.10, 0.20, 0.00], [-0.24, -0.40, 0.06], [1.76, -0.38, 0.51], [1.30, 0.12, -1.05], [1.15, 1.21, 0.37]],
  "gap_ev": 9.70,
  "total_charge": 0
}



No. 18
{
  "formula": "C2H3ClN2",
  "method": "the ωB97M-V functional and the def2-TZVPD basis",
  "symbols": ["Cl", "N", "N", "C", "C", "H", "H", "H"],
  "xyz": [[1.69, 0.26, 1.11], [-1.22, -0.68, 1.10], [-1.35, 0.54, 1.20], [0.97, 0.04, -0.38], [-0.86, 0.08, -0.05], [-1.33, -0.13, -0.97], [1.02, -0.87, -0.85], [1.09, 0.76, -1.16]],
  "gap_ev": [8.24, 7.30],
  "multiplicity": 3,
  "total_charge": 0
}



No. 19
{
  "formula": "C2H3ClN2O",
  "method": "the ωB97M-V functional and the def2-TZVPD basis",
  "symbols": ["Cl", "O", "N", "N", "C", "C", "H", "H", "H"],
  "xyz": [[0.22, 1.74, -2.36], [-0.37, -1.74, 1.24], [-0.57, 0.24, 0.39], [0.88, -1.26, 1.18], [0.78, -0.08, 0.66], [-1.21, -0.80, 0.84], [1.71, 0.43, 0.56], [-2.30, -0.84, 0.83], [0.87, 2.32, -3.33]],
  "gap_ev": 11.93,
  "total_charge": 0
}



No. 20
{
  "formula": "C2H3ClN2O3S",
  "method": "the ωB97M-V functional and the def2-TZVPD basis",
  "symbols": ["Cl", "S", "O", "O", "O", "N", "N", "C", "C", "H", "H", "H"],
  "xyz": [[-0.87, -1.20, -2.26], [1.26, 0.98, -0.49], [2.13, -0.65, 1.28], [-1.17, -0.91, 1.32], [3.12, 1.30, 1.09], [-1.84, 0.63, -0.25], [2.32, 0.45, 0.91], [-1.13, -0.39, 0.26], [-0.15, -0.88, -0.76], [-2.43, 1.33, 0.39], [-1.57, 1.09, -1.09], [0.33, -1.76, -0.40]],
  "gap_ev": 8.89,
  "total_charge": 0
}